Entry 1:
DFT (ωB97M-V/def2-TZVPD) results for a cluster of 2 separate species, C4H11S2 in total.

- Highest occupied orbital energy: -0.0874 Ha
- Frontier orbital gap: 0.197 hartree
- 2S+1: 1
- Net charge: -1
- LUMO level: 2.995 eV
- Molecular weight: 123.27 u

Cartesian coordinates (Å):
C 0.6547 -2.7974 1.7180
S 2.1595 -1.8025 1.7526
C 1.4486 -0.4941 0.6692
H 0.8571 -3.8235 2.0519
H 0.0279 -2.2551 2.4306
H 0.0609 -2.8780 0.7958
H 2.0393 0.3803 0.9577
H 0.3888 -0.2764 0.7916
H 1.7188 -0.6926 -0.3685
C -0.7500 1.9481 -2.0504
C -1.5282 1.8466 -0.6868
S -2.5270 0.2793 -0.5434
H -1.3842 1.7858 -2.9158
H -0.4342 2.9980 -2.1491
H 0.1314 1.3267 -1.9626
H -0.6760 1.7602 -0.0012
H -2.1876 2.6947 -0.4896


Entry 2:
DFT (ωB97M-V/def2-TZVPD) results for the molecule C6H15Cl2NSi.

- Highest occupied orbital energy: -0.3121 Ha
- Frontier orbital gap: 0.335 hartree
- 2S+1: 1
- Net charge: 0
- LUMO level: 0.634 eV
- Molecular weight: 200.19 u

Cartesian coordinates (Å):
C 0.8579 -1.6885 -1.0205
C 0.7588 -0.2157 -0.7109
C 0.5958 0.6188 -1.9736
C 2.0525 0.3630 0.0288
Si -0.6111 0.0428 0.6017
C -0.2420 -0.7677 2.3110
C -1.3016 1.8571 0.7043
N -2.4079 -1.0731 -0.0389
Cl -3.5877 -0.6423 1.1498
Cl -2.8017 -0.4695 -1.5902
H 1.0574 -2.3193 -0.2096
H -0.1467 -2.0449 -1.5179
H 1.6738 -1.8797 -1.6792
H 0.4387 1.6909 -1.5879
H -0.2494 0.2988 -2.6522
H 1.3745 0.6931 -2.6182
H 2.1026 1.4145 -0.0214
H 2.1075 0.0742 1.0890
H 2.9037 0.0706 -0.5330
H 0.3842 -0.0111 2.9171
H -1.2088 -1.0737 2.8374
H 0.4021 -1.6280 1.9718
H -2.2601 1.9278 1.2295
H -0.6017 2.4171 1.5322
H -1.2909 2.3448 -0.2191